Entry 1:
Density functional theory data (ωB97M-V/def2-TZVPD) for one molecule with the formula C3H3NO2.

The geometry in XYZ format:
```
9
Properties=species:S:1:pos:R:3:lowdin_charge:R:1
O -1.78 -0.76 -0.77 0.087
C -0.74 -0.37 -0.01 -0.431
C 0.53 0.04 -0.50 0.004
C 1.15 0.47 0.61 -0.115
O 0.37 0.28 1.68 -0.038
N -0.84 -0.26 1.29 0.137
H -1.64 -0.28 -1.60 0.114
H 0.89 -0.04 -1.52 0.113
H 2.10 0.95 0.79 0.129
```

Output
Electronic energy ... -8742.74926 eV
Orbital gap ... 10.68 eV
Maximum force ... 0.010 hartree/bohr
LUMO ... 0.64 eV
Energy relative to the best compared isomer or geometry (same formula, charge and spin) ... 54.9 kcal/mol
HOMO energy ... -10.0 eV

***

Entry 2:
Density functional theory data (ωB97M-V/def2-TZVPD) for a 17-piece molecular cluster, H35O17 overall at a distorted geometry.

The geometry in XYZ format:
```
52
Properties=species:S:1:pos:R:3:lowdin_charge:R:1
O 0.02 1.69 -1.11 -0.073
H 0.26 2.59 3.96 0.037
H 0.11 2.70 -1.15 0.070
O -0.34 -0.51 4.03 -0.152
H 0.69 -0.95 -3.17 -0.043
H -1.74 -1.64 2.33 0.117
O 2.69 -1.30 -1.21 -0.005
H 3.37 -1.97 -1.09 0.062
H -0.17 -4.35 -1.19 0.007
O 1.49 0.81 2.64 -0.030
H 2.01 0.04 2.64 -0.008
H -1.32 -2.41 -4.88 0.114
O 0.45 -3.73 -1.36 0.040
H -2.02 3.70 -0.66 0.133
O -2.19 -0.24 -1.47 -0.021
H -1.29 0.13 -1.69 0.029
H 3.16 3.53 0.50 0.091
O 0.20 -1.81 0.37 -0.086
H -2.10 -1.11 -1.35 -0.065
H 1.58 2.67 -4.33 0.068
O -1.13 4.26 -0.79 -0.029
H -0.84 1.73 -1.48 0.005
H -0.63 4.12 -0.07 -0.036
O -0.10 -1.07 -2.83 -0.015
H -2.75 -0.66 2.85 0.126
H -0.80 -0.86 -3.41 0.031
O 2.60 2.77 0.84 -0.052
H -2.22 2.07 1.16 0.052
H 2.34 2.47 -0.03 0.014
O 2.28 -1.47 2.00 -0.044
H -2.88 -2.25 0.20 0.032
H 1.02 3.43 2.95 0.042
O 1.26 1.87 -3.84 -0.069
H 2.76 -1.87 2.69 0.036
H 1.13 1.29 -4.59 0.023
O -3.44 -1.70 0.75 -0.045
H -3.82 -1.15 0.02 0.065
H 0.82 -1.12 -0.07 0.070
O 0.28 2.85 3.05 -0.048
H 0.36 -2.49 -0.26 -0.054
H -1.66 -0.64 3.71 0.153
O -0.56 -2.69 -4.22 -0.114
H 2.56 -0.82 -1.99 0.012
H 0.01 0.24 4.71 0.156
O -2.30 -1.49 3.15 0.096
H 1.10 1.25 1.89 0.046
H 0.21 0.20 3.24 0.137
O -1.40 1.66 1.42 0.004
H -0.91 1.75 0.69 -0.085
H 1.26 -4.17 -1.57 0.075
H 1.31 -1.72 2.01 0.066
H -0.72 -3.64 -3.97 0.065
```

Output
Electronic energy ... -35364.21495 eV
Orbital gap ... 9.99 eV
Maximum force ... 0.144 hartree/bohr
Total charge ... +1
LUMO ... -2.54 eV
Energy relative to the best compared isomer or geometry (same formula, charge and spin) ... 187.0 kcal/mol
HOMO energy ... -12.5 eV

***

> maximum force of number 2 (H35O17)?

0.144 hartree/bohr